ORCA calculation (the ωB97M-V functional and the def2-TZVPD basis) on a molecular structure, C9H17BiF3GeS2.

Calculated values
- Largest force on an atom: 0.72 eV/A
- Charge: -1
- Multiplicity: 1
- HOMO: -3.638 eV
- E_LUMO: 0.1148 Eh

The geometry in XYZ format:
```
33
C9H17BiF3GeS2, DFT the ωB97M-V functional and the def2-TZVPD basis
Bi -1.03 0.48 1.09
C -4.01 -1.21 -2.48
C -3.06 -1.01 -1.33
S -2.55 0.65 -1.12
C -2.68 -2.04 -0.55
C -3.08 -3.47 -0.79
S -1.67 -1.95 0.91
H -4.23 -0.25 -2.94
H -4.95 -1.65 -2.13
H -3.58 -1.87 -3.24
H -3.75 -3.57 -1.63
H -3.56 -3.87 0.11
H -2.18 -4.06 -0.97
C 3.05 1.49 1.92
Ge 2.21 1.46 0.13
C 3.73 1.20 -1.16
C 1.43 3.27 -0.17
C 0.80 0.14 -0.20
H 3.81 2.26 1.94
H 3.51 0.54 2.16
H 2.32 1.71 2.69
H 4.51 1.92 -0.98
H 3.40 1.29 -2.19
H 4.16 0.21 -1.03
H 2.15 4.06 0.02
H 0.59 3.42 0.51
H 1.06 3.37 -1.18
H 1.14 -0.88 -0.02
H 0.46 0.21 -1.23
F -0.36 -1.21 4.00
C 0.28 -0.38 3.10
F 0.61 0.74 3.88
F 1.49 -0.98 2.88
```

Löwdin atomic charge list, values in e, 2 entries: 1.09, -0.17

ORCA calculation (the ωB97M-V functional and the def2-TZVPD basis) on 3 unconnected molecules or ions with the total composition C15H24O10 at a distorted geometry.

Calculated values
- Largest force on an atom: 5.47 eV/A
- Multiplicity: 1
- HOMO: -10.436 eV
- Energy relative to the best compared isomer or geometry (same formula, charge and spin): 0.000 eV
- E_LUMO: -0.0444 Eh

The geometry in XYZ format:
```
49
C15H24O10, DFT the ωB97M-V functional and the def2-TZVPD basis
O 4.95 -3.95 1.51
C 4.29 -3.58 0.52
C 3.09 -2.55 0.73
C 2.54 -2.52 -0.58
C 1.22 -1.63 -0.91
C -0.03 -2.64 -0.61
C -1.45 -1.89 -0.57
O -2.47 -2.94 -0.44
C 3.30 -3.46 -1.66
O 3.00 -3.71 -2.84
O 4.38 -3.96 -0.85
H 2.75 -1.98 1.65
H 1.18 -0.67 -0.28
H 1.22 -1.29 -2.01
H 0.05 -3.46 -1.40
H 0.17 -3.06 0.44
H -1.62 -1.28 -1.52
H -1.49 -1.24 0.39
H -2.01 -3.74 -0.07
C 0.78 4.45 -4.98
C 0.58 4.07 -3.52
O 0.74 2.66 -3.33
C 2.01 2.22 -3.31
O 3.00 2.90 -3.42
O 1.99 0.88 -3.16
C 3.27 0.28 -3.22
H 0.13 3.85 -5.62
H 0.57 5.51 -5.14
H 1.81 4.25 -5.30
H -0.44 4.32 -3.22
H 1.25 4.63 -2.87
H 3.97 0.74 -2.51
H 3.67 0.33 -4.23
H 3.16 -0.78 -2.95
C -3.58 2.91 4.76
C -3.75 2.16 3.45
O -2.88 1.02 3.40
C -3.28 -0.05 4.10
O -4.30 -0.13 4.75
O -2.35 -1.01 3.98
C -2.61 -2.17 4.76
H -2.53 3.17 4.93
H -4.18 3.82 4.76
H -3.90 2.30 5.61
H -3.46 2.81 2.62
H -4.78 1.86 3.28
H -3.60 -2.57 4.57
H -2.49 -1.94 5.82
H -1.87 -2.93 4.49
```

Löwdin atomic charge list, values in e, 2 entries: 0.10, -0.34

ORCA calculation (the ωB97M-V functional and the def2-TZVPD basis) on 2 unconnected molecules or ions with the total composition H2O5P2 at a distorted geometry.

Calculated values
- Largest force on an atom: 2.16 eV/A
- Charge: -2
- Multiplicity: 3
- HOMO (alpha / beta): 2.551 / -1.266 eV
- Energy relative to the best compared isomer or geometry (same formula, charge and spin): 0.194 eV
- ⟨S²⟩: 2.01
- E_LUMO (alpha / beta): 0.2582 / 0.2374 Eh

The geometry in XYZ format:
```
9
H2O5P2, DFT the ωB97M-V functional and the def2-TZVPD basis
O -1.17 0.27 -0.11
O 2.45 2.09 1.16
O 1.34 1.81 -1.00
O 2.63 -1.59 1.32
O 2.30 -1.78 -1.15
P 2.69 -0.91 0.01
P 1.59 1.18 0.33
H -0.23 0.61 -0.19
H -1.17 -0.17 0.73
```

Löwdin atomic charge list, values in e, 2 entries: -0.17, -0.55

ORCA calculation (the ωB97M-V functional and the def2-TZVPD basis) on 2 unconnected molecules or ions with the total composition C3H3N3O at a distorted geometry.

Calculated values
- Largest force on an atom: 5.37 eV/A
- Multiplicity: 1
- HOMO: -8.979 eV
- Energy relative to the best compared isomer or geometry (same formula, charge and spin): 3.768 eV
- E_LUMO: -0.0121 Eh

The geometry in XYZ format:
```
10
C3H3N3O, DFT the ωB97M-V functional and the def2-TZVPD basis
C 3.71 -0.22 0.30
C 3.91 1.12 -0.05
C -0.30 0.71 -0.01
N 3.31 -1.25 0.59
N 3.96 2.23 -0.34
N 0.18 -0.24 -0.73
O -1.57 0.25 0.34
H -0.26 -1.25 -0.74
H 1.22 -0.16 -0.89
H -2.07 1.14 0.79
```

Löwdin atomic charge list, values in e, 2 entries: -0.20, -0.20

ORCA calculation (the ωB97M-V functional and the def2-TZVPD basis) on a molecular structure, AlF24P4 at a distorted geometry.

Calculated values
- Largest force on an atom: 4.61 eV/A
- Charge: -1
- Multiplicity: 1
- HOMO: -10.758 eV
- Energy relative to the best compared isomer or geometry (same formula, charge and spin): 1.254 eV
- E_LUMO: -0.2250 Eh

The geometry in XYZ format:
```
29
AlF24P4, DFT the ωB97M-V functional and the def2-TZVPD basis
Al 10.67 9.21 -11.52
P 12.34 12.25 -11.76
F 13.57 12.43 -10.75
F 11.96 13.79 -11.55
F 13.30 12.69 -12.98
F 11.19 11.99 -12.91
F 12.76 10.63 -11.83
F 11.14 11.82 -10.77
P 8.80 6.13 -10.91
F 7.21 6.05 -10.72
F 8.93 5.25 -9.57
F 8.91 4.79 -11.80
F 10.49 6.49 -11.05
F 8.71 6.99 -12.30
F 8.83 7.52 -10.10
P 7.47 10.29 -12.91
F 8.89 11.08 -12.88
F 7.21 10.90 -14.37
F 8.20 8.97 -13.55
F 6.12 9.45 -12.94
F 7.89 9.71 -11.45
F 6.79 11.52 -12.14
P 10.40 10.00 -7.89
F 9.60 10.47 -9.25
F 10.62 11.54 -7.52
F 9.03 9.93 -7.10
F 11.25 9.50 -6.64
F 10.24 8.44 -8.37
F 11.74 10.07 -8.90
```

Löwdin atomic charge list, values in e, 2 entries: 1.71, 0.19

ORCA calculation (the ωB97M-V functional and the def2-TZVPD basis) on a molecular structure, C2H9N3 at a distorted geometry.

Calculated values
- Largest force on an atom: 1.67 eV/A
- Multiplicity: 1
- HOMO: -8.568 eV
- Energy relative to the best compared isomer or geometry (same formula, charge and spin): 3.863 eV
- E_LUMO: 0.0180 Eh

The geometry in XYZ format:
```
14
C2H9N3, DFT the ωB97M-V functional and the def2-TZVPD basis
C -1.60 0.57 -0.51
C -0.36 -1.03 0.73
N -0.68 0.25 0.57
H 1.36 1.21 -1.11
H -1.43 1.60 -0.83
H -2.63 0.50 -0.14
H -1.49 -0.08 -1.39
H -0.87 -1.80 0.15
H 0.01 -1.33 1.71
H 1.12 -1.00 0.02
N 1.61 0.98 -0.15
N 2.03 -0.31 -0.17
H 2.54 -0.47 0.70
H 0.39 0.92 0.40
```

Löwdin atomic charge list, values in e, 2 entries: -0.12, -0.11

ORCA calculation (the ωB97M-V functional and the def2-TZVPD basis) on 2 unconnected molecules or ions with the total composition H2INS at a distorted geometry.

Calculated values
- Largest force on an atom: 2.95 eV/A
- Multiplicity: 1
- HOMO (alpha / beta): -8.968 / -8.983 eV
- Energy relative to the best compared isomer or geometry (same formula, charge and spin): 3.922 eV
- E_LUMO (alpha / beta): -0.1171 / -0.1171 Eh

The geometry in XYZ format:
```
5
H2INS, DFT the ωB97M-V functional and the def2-TZVPD basis
N 1.40 -0.12 0.05
S -1.20 1.25 0.58
I -2.55 -0.58 0.39
H 1.05 -1.08 -0.33
H 1.30 0.53 -0.68
```

Löwdin atomic charge list, values in e, 2 entries: 0.05, -0.22

ORCA calculation (the ωB97M-V functional and the def2-TZVPD basis) on 5 unconnected molecules or ions with the total composition C27H33N5O8S at a distorted geometry.

Calculated values
- Largest force on an atom: 2.71 eV/A
- Multiplicity: 1
- HOMO: -8.069 eV
- Energy relative to the best compared isomer or geometry (same formula, charge and spin): 0.878 eV
- E_LUMO: -0.0708 Eh

The geometry in XYZ format:
```
74
C27H33N5O8S, DFT the ωB97M-V functional and the def2-TZVPD basis
C 1.06 -0.88 -3.37
C -0.04 -1.73 -2.64
O -0.63 -0.85 -1.66
C -1.03 -2.15 -3.73
O -1.76 -3.36 -3.47
C -2.10 -3.57 -2.19
C -3.12 -2.87 -1.55
C -3.96 -1.84 -2.22
O -3.98 -1.58 -3.39
O -4.80 -1.18 -1.35
C -5.05 0.16 -1.71
S -5.58 0.94 -0.15
O -6.92 0.48 0.12
O -4.67 0.56 0.89
C -3.40 -3.16 -0.21
C -2.69 -4.11 0.43
N -1.74 -4.77 -0.22
C -1.40 -4.55 -1.47
C -0.27 -5.43 -2.03
O 0.19 -5.24 -3.16
O 0.09 -6.30 -1.21
H 1.69 -1.49 -4.02
H 1.61 -0.33 -2.60
H 0.49 -0.13 -3.94
H 0.43 -2.59 -2.16
H -1.30 -0.31 -2.09
H -1.68 -1.29 -3.96
H -0.45 -2.34 -4.63
H -4.15 0.68 -2.07
H -5.84 0.18 -2.46
H -5.58 2.30 -0.30
H -4.18 -2.62 0.31
H -2.91 -4.34 1.46
H -1.19 -5.52 0.23
N 1.75 1.52 -0.36
C 2.20 1.90 0.88
C 2.56 3.22 0.81
C 2.32 3.66 -0.52
C 1.82 2.59 -1.21
H 1.42 0.61 -0.61
H 2.22 1.20 1.70
H 2.95 3.81 1.62
H 2.50 4.64 -0.92
H 1.52 2.49 -2.24
N 6.67 1.78 2.61
C 5.35 2.11 2.60
C 4.78 1.59 3.73
C 5.80 0.92 4.45
C 6.96 1.05 3.73
H 7.34 2.02 1.89
H 4.92 2.69 1.80
H 3.74 1.68 4.01
H 5.70 0.39 5.39
H 7.96 0.69 3.92
N -6.38 3.50 2.44
C -5.92 3.75 3.70
C -5.63 5.09 3.78
C -5.93 5.67 2.52
C -6.39 4.66 1.71
H -6.66 2.60 2.09
H -5.83 2.96 4.42
H -5.24 5.59 4.65
H -5.82 6.70 2.24
H -6.73 4.68 0.69
N 5.97 -0.75 0.39
C 6.54 -1.99 0.29
C 5.66 -2.81 -0.36
C 4.52 -2.03 -0.68
C 4.74 -0.76 -0.20
H 6.39 0.05 0.83
H 7.52 -2.18 0.70
H 5.82 -3.85 -0.59
H 3.63 -2.36 -1.20
H 4.13 0.13 -0.24
```

Löwdin atomic charge list, values in e, 2 entries: -0.02, -0.36